12
Properties=species:S:1:pos:R:3:nbo_charge:R:1 method="wB97M-V/def2-TZVPD" de_lowest_ev=0.464 homo_energy_ha=-0.3152 gap_ev=9.15
H -0.314 1.367 -3.337 0.12
C 0.236 -0.145 1.067 -0.24
S -1.208 1.015 -0.903 0.08
C 0.300 0.105 -0.437 -0.55
S -0.770 2.280 -2.455 -0.13
H 1.095 0.356 1.533 0.19
H 0.015 -2.170 0.835 0.36
N 0.170 -1.514 1.596 -0.84
H -0.510 -1.583 2.318 0.37
H 1.191 0.681 -0.678 0.23
H 0.411 -0.839 -0.981 0.21
H -0.616 0.446 1.441 0.19

66
Properties=species:S:1:pos:R:3:mulliken_spin:R:1 method="wB97M-V/def2-TZVPD" charge=+1 s_squared=2.0067 spin_multiplicity=3 homo_energy_ha="-0.4163 / -0.4163" gap_ev="7.17 / 4.32"
H -2.344 28.103 12.164 0.00
C -3.233 26.318 11.386 0.00
H 2.120 28.637 21.773 0.00
C -5.617 24.559 16.613 0.00
H 0.401 30.440 18.310 0.00
H 4.485 33.625 15.301 0.00
H -0.301 25.978 15.325 0.04
C -0.018 31.270 21.566 0.00
H -3.870 24.414 10.666 0.00
H -1.752 28.424 16.231 0.00
C 4.415 32.636 15.736 0.00
C -4.400 25.810 14.961 0.00
F 1.957 28.544 19.208 0.00
H -0.692 32.140 19.743 0.00
C -0.977 29.736 14.696 0.00
C 1.435 29.370 21.362 0.00
H -4.385 26.487 14.117 0.00
H 6.384 30.210 17.045 0.00
F 4.167 28.899 17.403 0.00
C -3.221 25.225 15.390 0.00
O 0.658 25.124 17.032 0.82
C -2.083 24.250 11.835 0.00
H 6.507 32.519 16.200 0.00
C -2.518 31.703 15.862 0.00
H -0.630 31.921 22.175 0.00
C -1.194 26.341 12.651 0.00
F -3.103 30.226 17.583 0.00
C 1.270 29.437 20.009 0.00
H -2.029 32.924 14.219 0.00
O 2.024 26.746 16.981 0.24
H -4.391 23.519 18.050 0.00
C -5.605 25.503 15.591 0.00
C -1.882 31.944 14.655 0.00
H -6.517 25.927 15.192 0.00
C 4.267 30.120 16.767 0.00
C 0.744 30.274 22.152 0.00
C -2.256 27.028 12.075 0.00
C -1.735 29.430 15.831 0.00
H -6.522 24.349 17.169 0.00
C 5.553 32.009 16.216 0.00
Pd 3.531 26.904 18.589 0.97
F -2.074 23.886 16.943 0.00
H -0.514 31.170 13.178 0.00
C 5.484 30.731 16.749 0.00
C 0.507 30.385 19.387 0.00
H 0.804 30.197 23.230 0.00
H 2.314 32.446 15.372 0.00
H -4.099 26.800 10.953 0.00
H -2.311 25.293 14.805 0.00
C 3.134 30.689 16.270 0.01
C -0.135 31.321 20.181 0.00
C -3.108 24.948 11.219 0.00
H -0.280 29.001 14.313 0.00
C 3.204 31.965 15.745 0.00
C -2.442 30.448 16.425 0.00
H -0.413 26.867 13.184 0.00
H 2.178 30.181 16.346 0.00
H -1.953 23.178 11.767 0.00
C -4.419 24.087 17.128 0.00
C -3.235 24.434 16.504 0.00
O 0.305 26.742 15.494 0.01
C -1.118 24.983 12.507 0.00
C -1.080 30.975 14.080 0.00
C 1.035 26.217 16.480 -0.09
F -0.069 24.326 13.044 0.00
H -3.033 32.496 16.388 0.00

15
Properties=species:S:1:pos:R:3:nbo_charge:R:1 method="wB97M-V/def2-TZVPD" de_lowest_ev=1.740 homo_energy_ha=-0.3742 gap_ev=11.03
C -1.755 0.544 0.788 -0.42
H -0.440 -0.988 1.083 0.37
H -2.345 0.297 -0.108 0.18
H 1.648 0.849 1.219 0.48
C 1.739 -0.211 -0.357 -0.05
H -2.288 0.162 1.661 0.21
H 0.096 1.025 -0.952 0.24
N -0.835 -1.761 -2.166 -0.31
C 0.232 0.018 -0.539 -0.18
O 2.262 0.791 0.469 -0.71
C -0.358 -0.958 -1.483 0.25
H 2.252 -0.160 -1.321 0.19
N -0.407 -0.022 0.769 -0.62
H 1.897 -1.220 0.059 0.16
H -1.699 1.634 0.876 0.20

11
Properties=species:S:1:pos:R:3:nbo_charge:R:1 method="wB97M-V/def2-TZVPD" de_lowest_ev=0.000 homo_energy_ha=-0.3502 gap_ev=9.29
H 1.195 1.585 0.270 0.26
I 4.029 0.259 -0.015 -0.06
H -1.609 1.354 -0.092 0.22
O -1.185 -0.704 -0.112 -0.38
C -0.049 -1.486 -0.025 0.18
H -0.294 -2.472 -0.131 0.21
C 0.570 0.662 0.154 -0.29
C -0.793 0.560 0.004 0.11
C 2.389 -1.204 -0.003 0.52
C 1.077 -0.646 0.088 -0.30
O 2.765 -2.322 0.065 -0.49